The following is a DFT calculation (ωB97M-V/def2-TZVPD) of C22H36AsIrN2O8PTe as an isolated structure.

```
! wB97M-V def2-TZVPD RIJCOSX def2/J DEFGRID3
* xyz 1 1
H 1.35 3.27 4.78
N -1.01 -2.38 0.04
O 0.13 -1.54 -3.00
C 4.16 1.46 5.24
H 1.80 -2.06 -1.87
H 3.57 3.44 5.82
C 1.36 -2.29 -2.83
H 0.61 -3.63 -0.61
H 2.64 -0.96 -3.93
Ir -0.08 -0.53 0.14
H -3.57 0.08 -4.40
H -1.56 2.17 -1.24
H 4.47 -0.54 4.53
H -2.96 -0.54 -1.46
C 2.20 2.10 -4.09
H 2.27 2.93 -3.38
H 3.20 -2.63 -3.86
C 2.53 0.20 4.00
H -0.72 2.86 0.16
C 3.82 -2.99 0.50
H 1.06 -3.34 -2.84
C 3.28 2.53 5.31
C -1.69 2.71 -0.30
C -3.01 2.70 2.49
N -2.49 -3.96 0.28
C 2.32 -2.00 -3.96
O 1.22 1.10 0.35
H 0.23 1.80 2.52
H -3.64 2.14 3.17
C -4.57 1.66 0.07
H 0.79 0.53 -4.60
C 3.79 0.30 4.59
C 2.03 2.44 4.72
H 2.26 2.50 -5.10
O -2.29 0.15 1.17
H 2.69 -1.17 2.34
Te 0.05 -0.85 2.82
H -3.46 3.67 2.28
H -3.98 1.13 -3.04
H -0.51 1.44 4.10
H -1.27 -5.63 -0.33
C 0.89 1.38 -3.91
C 2.13 -1.06 3.27
O 0.84 0.88 -2.55
H -2.95 -1.90 0.77
H 5.14 1.53 5.70
O 2.95 -3.43 -0.14
H -4.76 -0.45 -3.21
O -1.53 0.23 -2.73
As -2.83 1.70 0.86
P -0.14 -0.26 -2.08
H -2.03 2.85 2.93
C 0.29 1.18 3.41
C -3.83 0.10 -3.34
C 1.85 0.03 0.06
C -2.25 -2.64 0.40
H -4.52 1.15 -0.90
C -1.34 -4.57 -0.16
C -0.42 -3.57 -0.31
O 2.96 -0.37 -0.11
H 0.04 2.04 -4.06
H 3.04 1.43 -3.93
H 2.27 -1.95 3.88
C -2.73 -0.54 -2.53
H -4.95 2.67 -0.08
H -5.24 1.11 0.73
H 1.86 -2.20 -4.93
C 1.65 1.27 4.06
H -2.17 3.67 -0.49
H -2.55 -1.57 -2.85
H -3.35 -4.41 0.50
O 4.69 -2.59 1.15
*
```

Values from the calculation:
**Energy relative to the best compared isomer or geometry (same formula, charge and spin)**: 4.3 kcal/mol
**Orbital gap**: 8.9 eV
**HOMO energy**: -10.95 eV

***

The following is a DFT calculation (ωB97M-V/def2-TZVPD) of a 2-piece molecular cluster, C5H11NO overall.

```
! wB97M-V def2-TZVPD RIJCOSX def2/J DEFGRID3
* xyz 0 1
H 2.49 -0.07 -0.88
H 3.50 1.39 -0.90
C 0.61 -0.05 0.78
C -1.68 -1.47 -0.19
H -1.85 0.74 1.42
H -2.73 -1.67 -0.43
H 4.20 -0.17 -0.37
H -1.54 -1.65 0.89
C 3.30 0.46 -0.37
C -1.29 -0.04 -0.52
N 0.17 0.11 -0.35
O 1.07 -0.19 1.84
H -1.06 -2.18 -0.73
H -1.49 0.17 -1.58
H -1.62 1.99 0.20
H -3.09 0.98 0.18
H 3.02 0.68 0.66
C -2.01 0.98 0.36
*
```

Values from the calculation:
**Energy relative to the best compared isomer or geometry (same formula, charge and spin)**: 18.7 kcal/mol
**Orbital gap**: 11.2 eV
**Structure (SMILES)**: CC(C)N=C=O.C
**HOMO energy**: -10.29 eV